# C21H21F3N6ORbS2

C21H21F3N6ORbS2 as an isolated structure (ωB97M-V with the def2-TZVPD basis set, OMol25).

## Properties
HOMO level (alpha / beta) (Eh): 0.0351 / -0.0440
Charge: -2
2S+1: 2
Energy above the lowest of the compared OMol25 structures with the same formula, charge and spin (kcal per mole): 0.00
Orbital gap (alpha / beta) (eV): 3.130 / 5.271
LUMO (alpha / beta) (eV): 4.08 / 4.07

CARTESIAN COORDINATES (ANGSTROEM)
Rb: 0.3759 -0.5384 -0.3337
C: 4.3645 4.9167 -1.5251
C: 4.7936 3.9665 -0.4065
N: 4.5558 2.5679 -0.6981
C: 3.2263 2.0897 -0.7787
S: 3.0208 0.6818 -1.7764
N: 2.3605 2.8017 -0.1301
N: 1.0596 2.3505 -0.0925
C: 0.1690 3.2737 0.2234
C: 0.5582 4.7221 0.4461
C: -1.2122 2.9179 0.3513
C: -2.2057 3.8616 0.7535
C: -3.5159 3.4940 0.8930
C: -3.8880 2.1441 0.6303
C: -2.8717 1.2819 0.2448
N: -1.5922 1.5968 0.1019
H: 4.5058 5.9632 -1.2335
H: 3.3098 4.7558 -1.7506
H: 4.9426 4.7329 -2.4350
H: 4.2487 4.2105 0.5045
H: 5.8624 4.0925 -0.1996
H: 5.0960 2.1923 -1.4625
H: 1.5606 4.8877 0.0623
H: 0.5647 4.9787 1.5125
H: -0.1356 5.4022 -0.0534
H: -1.9218 4.8855 0.9621
H: -4.2537 4.2278 1.2015
H: -4.9090 1.7936 0.7142
H: -3.1134 0.2411 0.0254
O: -1.5043 -2.5137 -0.4724
N: -1.5696 -3.0206 0.7215
C: -2.5597 -2.5814 1.5385
C: -2.7682 -3.0757 2.8003
C: -1.9137 -4.0770 3.2626
C: -0.8868 -4.4979 2.4516
C: -0.6525 -3.9727 1.1563
S: 0.6519 -4.4447 0.1807
H: -3.1622 -1.8074 1.0876
H: -3.5736 -2.6751 3.4001
H: -2.0420 -4.5051 4.2503
H: -0.1908 -5.2571 2.7799
F: -1.6696 0.9600 6.9991
C: -0.4048 0.5738 6.7381
F: 0.3898 1.6022 7.0954
F: -0.1294 -0.4375 7.5849
C: -0.2204 0.1932 5.3018
C: -0.4257 1.1391 4.3132
C: -0.2562 0.7636 2.9884
N: 0.0907 -0.4741 2.6257
C: 0.2906 -1.3673 3.5882
C: 0.1466 -1.0891 4.9396
H: -0.7161 2.1533 4.5550
H: -0.4076 1.4687 2.1780
H: 0.5629 -2.3648 3.2610
H: 0.3142 -1.8562 5.6819

***

# C29H40BO19

A 6-piece molecular cluster, C29H40BO19 overall at a distorted geometry (ωB97M-V with the def2-TZVPD basis set, OMol25).

## Properties
HOMO level (Eh): -0.1401
Charge: -1
2S+1: 1
Orbital gap (eV): 5.685
LUMO (eV): 1.87

CARTESIAN COORDINATES (ANGSTROEM)
O: 5.0538 -1.6927 1.4265
C: 4.2453 -1.7088 0.4650
O: 4.2908 -2.6628 -0.5918
C: 3.6771 -2.1491 -1.7962
C: 3.7842 -3.0571 -3.1594
O: 3.0279 -2.1462 -4.0244
B: 3.2874 -0.7477 -3.5354
O: 4.2205 -0.9175 -2.3679
C: 3.0785 -0.5863 0.5044
C: 1.6704 -1.1266 0.9246
C: 0.4649 -0.1546 0.9651
C: 0.7234 1.3186 0.5663
C: 2.1196 1.8934 0.1476
C: 3.3378 0.9122 0.1133
H: 2.5458 -1.9287 -1.7851
H: 3.0919 -3.9320 -2.9056
H: 4.8436 -3.2794 -3.5461
H: 3.8237 -0.0488 -4.3513
H: 2.3550 -0.1434 -3.0893
H: 1.5496 -2.2442 1.1741
H: -0.5592 -0.5799 1.2488
H: -0.1675 2.0360 0.5653
H: 2.2444 2.9815 -0.1559
H: 4.3979 1.2239 -0.1780
C: 0.9936 2.8318 5.2093
C: 2.3718 3.1214 4.6581
C: 2.8191 4.5393 4.8643
O: 3.6964 4.7488 3.7644
C: 3.2902 3.9023 2.7743
O: 3.6793 3.9453 1.6434
O: 2.3812 3.0028 3.2391
H: 0.7465 1.7764 5.0719
H: 0.9322 3.0667 6.2741
H: 0.2297 3.4017 4.6749
H: 3.0991 2.4100 5.0649
H: 3.3476 4.6740 5.8100
H: 2.0040 5.2686 4.8048
C: -3.1521 1.2393 2.3280
C: -2.8556 0.8213 3.7522
C: -4.0691 0.7829 4.6339
O: -3.5243 1.0533 5.9205
C: -2.3901 1.7799 5.7212
O: -1.7834 2.3400 6.5915
O: -2.0360 1.7896 4.4060
H: -2.2407 1.2006 1.7259
H: -3.8993 0.5868 1.8703
H: -3.5084 2.2723 2.2862
H: -2.3242 -0.1368 3.7615
H: -4.5599 -0.1920 4.6210
H: -4.8068 1.5563 4.3973
C: 0.1628 -7.7220 -2.2195
C: -0.5697 -6.4421 -1.8795
C: -0.5571 -5.4301 -2.9863
O: -0.6429 -4.1983 -2.2802
C: -0.1100 -4.4153 -1.0477
O: 0.1531 -3.5488 -0.2637
O: 0.0894 -5.7464 -0.8239
H: 0.0778 -8.4360 -1.3956
H: -0.2427 -8.1835 -3.1228
H: 1.2310 -7.5369 -2.3624
H: -1.5918 -6.6665 -1.5535
H: -1.4043 -5.5458 -3.6625
H: 0.3682 -5.4333 -3.5714
C: -3.5420 -2.3540 -7.7800
C: -3.6632 -3.4029 -6.6958
C: -3.0445 -2.9938 -5.3913
O: -2.6669 -4.2433 -4.8231
C: -2.4657 -5.0998 -5.8643
O: -1.9547 -6.1797 -5.7639
O: -2.9174 -4.5688 -7.0341
H: -4.0516 -2.6886 -8.6875
H: -3.9807 -1.4046 -7.4651
H: -2.4958 -2.1901 -8.0526
H: -4.7116 -3.6950 -6.5674
H: -3.7517 -2.4741 -4.7425
H: -2.1474 -2.3774 -5.5055
C: 0.0917 7.5289 1.8828
C: -1.0688 6.5864 2.1194
C: -0.6531 5.2357 2.6241
O: -1.6868 4.3914 2.1327
C: -2.1855 4.9914 1.0165
O: -2.9345 4.4659 0.2434
O: -1.7190 6.2660 0.8925
H: -0.2761 8.5077 1.5638
H: 0.6881 7.6601 2.7887
H: 0.7382 7.1623 1.0806
H: -1.8056 7.0525 2.7834
H: -0.6092 5.1961 3.7142
H: 0.3028 4.8904 2.2165

***

# C4H9NO3

C4H9NO3 as an isolated structure (ωB97M-V with the def2-TZVPD basis set, OMol25).

## Properties
HOMO level (Eh): -0.3331
2S+1: 1
Energy above the lowest of the compared OMol25 structures with the same formula, charge and spin (kcal per mole): 141.40
Orbital gap (eV): 9.659
LUMO (eV): 0.60

CARTESIAN COORDINATES (ANGSTROEM)
C: 0.9704 -1.4070 -1.0943
C: 0.6976 -0.0853 -0.4464
C: 1.6403 0.6343 0.1770
H: -0.1525 0.9711 -0.8745
H: 0.4648 -2.2133 -0.5528
H: 0.5808 -1.4281 -2.1144
H: 2.0380 -1.6462 -1.1226
H: 1.4265 1.6111 0.6010
H: 2.6824 0.3186 0.2294
C: -1.3036 0.2494 -0.1297
N: -1.0641 1.0060 2.1070
O: -1.5325 0.0076 1.1938
O: -1.9043 -0.7037 -0.8589
O: -1.2716 1.4631 -0.6012
H: -2.0371 -1.4906 -0.3093
H: -0.0630 0.8219 2.1870
H: -1.1720 1.8911 1.6089